Formula: C20H41Cl18N4O3
Source: OMol25
Level of theory: ωB97M-V with the def2-TZVPD basis set

Last column: Mulliken charge in e.
Element x y z (Å)
H: -0.63373 -0.16996 6.02121  0.216
C: -0.53561 3.63315 3.37537  0.782
C: -1.13753 1.32863 3.44341  0.145
H: -1.47366 -1.43963 -10.52798  0.295
N: -1.36223 2.58083 2.79367  0.125
N: -1.65279 1.28299 4.91255  0.091
C: 2.13091 -4.16353 -0.66598  -0.256
Cl: 1.08500 -2.81712 -1.14739  -0.172
O: -2.96693 0.31726 2.13203  -0.253
Cl: 0.82887 -2.94802 5.99543  -0.143
C: 7.10464 2.89118 0.33518  -0.284
H: 1.30121 4.07149 2.39997  0.209
H: -0.96223 -0.15978 1.91478  0.966
H: -2.91197 3.87143 3.54665  0.372
C: -0.53605 0.90435 5.87201  -0.728
H: 2.74935 -4.43069 -1.51441  0.279
H: -2.48156 0.69139 4.97828  0.434
N: 1.80365 0.40645 5.66946  -0.641
C: -0.97908 -2.22828 -9.97428  -0.321
C: 2.20462 -0.80160 -4.35147  -0.088
C: -1.60820 -3.99188 -6.25335  0.063
Cl: -3.28756 -3.69813 -5.78529  -0.139
C: 2.92656 3.54478 -6.17747  -0.344
H: 2.29912 -0.95157 0.96045  0.332
Cl: -7.44725 0.69051 -3.38747  -0.146
H: 2.02240 -4.96408 5.79852  0.376
H: 3.10683 4.03639 -7.12575  0.304
C: -8.38995 -0.03777 -4.69570  -0.238
H: 2.88992 -1.36923 2.57807  0.363
H: -6.07689 -1.29951 -0.52802  0.301
Cl: -6.39977 -2.60153 -2.45705  -0.146
H: 1.03974 2.31192 5.31214  0.439
Cl: -8.89533 1.15527 -5.89385  -0.154
H: 2.12933 4.03877 -5.63547  0.267
H: -3.07015 3.40360 1.85848  0.344
H: -1.13693 -3.03773 -6.45203  0.001
Cl: 2.04224 -4.11482 3.60342  -0.078
Cl: 7.61256 1.80238 1.63201  -0.152
H: -1.59220 -4.62141 -7.12833  0.252
N: 1.28419 1.41867 2.71285  0.064
C: 3.62854 1.29973 2.17084  -1.329
C: 0.28691 4.45754 2.43068  -1.312
Cl: -5.15681 -3.38599 0.06462  -0.192
Cl: 4.40139 3.63529 -5.20568  -0.145
C: 0.35923 0.95029 3.68682  -0.676
H: 2.61356 0.45194 5.05740  0.306
Cl: 3.19948 -3.70743 0.67012  -0.127
Cl: 2.44083 1.87501 -6.49300  -0.073
H: 1.51322 -5.00028 -0.36354  0.279
H: 6.85848 3.85235 0.76959  0.259
O: -3.03254 -0.32927 0.86343  -0.374
H: -0.29850 -2.77909 -10.61191  0.292
H: 3.08216 -3.53897 5.62923  0.243
H: -1.74265 -0.72256 3.40080  0.467
H: 1.50157 -0.56368 5.68384  0.107
H: 1.74060 0.13368 -4.06016  0.313
H: 7.91525 2.98674 -0.37673  0.316
H: -9.27376 -0.49367 -4.26630  0.286
Cl: 1.53203 -1.30135 -5.91038  -0.128
H: -1.98736 2.19933 5.22301  0.574
C: 0.75869 1.27704 5.14753  -0.318
Cl: 3.95556 -0.57410 -4.42379  -0.130
H: -3.45594 2.24495 3.13660  0.347
Cl: 5.68041 2.27986 -0.51847  -0.120
H: -7.77272 -0.78117 -5.18610  0.251
H: 0.31213 -0.15472 3.73875  0.240
Cl: -0.69425 -4.80795 -4.96840  -0.170
H: 1.17811 -1.16834 2.34044  0.288
H: 3.63637 1.77211 1.18336  0.241
H: -0.17398 4.45016 1.44425  0.330
C: -1.68456 0.11227 2.68351  -1.440
H: -0.71358 1.40807 6.81754  0.398
O: -0.56779 3.83705 4.56514  -0.503
C: -5.49671 -2.04997 -1.05161  -0.208
C: 2.13073 -3.98034 5.35817  -0.380
H: 2.01011 -1.57387 -3.61697  0.011
C: -2.78384 3.04510 2.84456  -0.937
Cl: -2.21478 -3.33667 -9.36411  -0.146
H: 4.39908 0.53186 2.12527  0.507
H: -4.55549 -1.63555 -1.39302  0.252
H: 3.82088 2.04081 2.94055  0.333
C: 2.27374 0.67325 2.36446  0.472
Cl: -0.05453 -1.49552 -8.65748  -0.092
H: 0.26951 5.48092 2.80461  0.420
C: 2.14945 -0.78825 2.02497  -0.810
H: -3.00031 -1.27337 1.09293  0.341

The HOMO energy comes out at -11.739 eV. As for the net charge: +1. The maximum force comes out at 0.03760 Eh/bohr. For the total energy, the calculation gives -9514.46465 hartree.